Below is a cluster of 4 separate species, C37H56F17N5O7 in total in a non-equilibrium geometry, with properties calculated with ωB97M-V/def2-TZVPD.

Kohn-Sham gap (alpha / beta) in eV: 6.7 / 6.0
Strongest force on any atom in eV/A: 3.30
Total energy in Eh: -3941.39757
Spin multiplicity: 4
Charge: -1

Atoms and positions in Å:
H1 10.3155 -6.3248 3.7996
C1 -7.8210 3.8683 -7.4326
H2 -12.5367 3.5791 -7.5386
H3 3.7686 1.7213 6.5441
H4 4.1715 -1.9824 7.0766
O1 7.8564 -5.8586 4.1718
H5 1.6506 -1.2708 7.3624
H6 -10.3208 1.2417 -6.8395
H7 3.4191 1.7913 -0.2259
C2 -2.8705 0.8220 -0.4067
C3 -7.8965 4.2088 -5.9489
C4 -1.4610 1.5135 -0.3437
C5 2.0868 -1.0884 5.2004
O2 5.1112 4.0645 -2.0797
C6 6.9921 -3.6426 2.2751
H8 9.7412 -7.7458 2.9149
H9 -7.4771 2.8407 -7.5812
C7 6.5174 -5.0941 2.4951
F1 -0.7513 0.0136 -2.1674
H10 0.2917 -0.5394 4.0764
H11 -11.6745 5.0557 -7.9904
F2 0.1512 -0.2013 -0.1734
H12 9.8039 -6.4353 0.2522
H13 -9.6353 1.5863 -8.4245
F3 -1.4811 2.8286 -0.6966
C8 0.8650 -1.4341 4.3295
C9 -9.0487 3.8577 -3.7586
C10 -3.6190 0.9198 -1.7934
C11 3.0288 3.7043 0.8781
F4 -7.6006 2.7661 -0.5090
H14 10.9408 -6.6684 2.2018
N1 -10.3293 3.5680 -5.9001
O3 3.1664 3.4285 -1.5520
C12 -5.1247 1.3733 -1.6975
H15 4.8001 -5.9865 1.4326
O4 2.5329 4.8618 0.8692
C13 -5.3397 2.9150 -1.4255
H16 5.3283 0.9824 6.8866
C14 -8.5779 1.9391 -5.1629
C15 -0.3057 0.7126 -1.0899
H17 4.6711 2.0658 4.2019
N2 7.6206 -6.0209 2.8859
H18 6.1352 1.2769 4.7866
H19 6.0241 -1.0905 5.7163
O5 3.6784 3.2639 1.8390
N3 1.3630 2.3918 -0.2918
H20 9.6382 -4.0312 3.0687
C16 1.4670 -0.5805 6.5350
N4 2.9340 -0.0100 4.6154
F5 -5.8593 3.4775 -2.5626
C17 5.1680 1.0992 4.3099
F6 -4.2058 3.5988 -1.1533
H21 -11.3747 1.5930 -8.1524
H22 5.0267 -6.0197 3.8034
F7 -2.6529 -0.5002 -0.1330
H23 -8.3498 1.5048 -6.1355
C18 5.8163 -5.6488 1.2207
F8 -5.9556 2.8860 0.9382
O6 3.0233 -0.2224 3.3198
F9 -6.4827 4.6051 -0.2615
F10 -2.9717 1.6542 -2.7250
H24 8.1711 -5.8613 0.0757
N5 4.4814 3.1061 -1.8000
H25 2.2620 -3.0838 6.0456
C19 -10.4148 1.8781 -7.7170
H26 0.3863 -0.4470 6.4542
C20 4.3232 0.1284 5.1501
C21 4.2419 -2.2540 6.0191
H27 -7.6695 1.8281 -4.5672
C22 10.0371 -6.6987 2.8137
C23 2.8031 2.7041 -0.3257
H28 -7.0773 4.5087 -7.9143
C24 2.8516 -2.4109 5.4164
H29 -9.3530 1.3316 -4.6897
H30 5.7533 -4.8999 0.4281
H31 -11.6841 3.6856 -9.0808
O7 -10.7927 4.7681 -5.6170
F11 -1.1080 1.5049 0.9782
H32 8.1181 -3.7378 0.4295
C25 -6.3685 3.2463 -0.2836
H33 4.7620 -3.2153 5.9876
H34 2.9648 -2.9233 4.4541
H35 1.8350 0.3991 6.8326
C26 -11.6390 3.9664 -8.0262
C27 -9.1764 4.0780 -8.0975
C28 8.8223 -6.4377 0.7311
C29 8.9204 -5.8684 2.1635
H36 0.9168 3.3181 -0.3537
H37 -9.3567 5.1577 -8.1466
F12 -3.6083 1.2925 0.6393
H38 -8.0683 5.2858 -5.8398
C30 0.9515 1.6186 -1.4239
F13 0.6404 2.4450 -2.4995
H39 3.8708 0.1367 7.3233
H40 8.4687 -7.4714 0.7425
H41 -9.8413 3.3332 -3.2190
F14 1.9148 0.7511 -1.8597
H42 1.1427 -1.9347 3.4011
H43 -6.9286 4.0095 -5.4820
H44 6.2071 -3.0668 1.7785
F15 -5.8525 0.6135 -0.8399
C31 -8.9997 3.4235 -5.2302
H45 10.2750 -4.3257 1.4673
F16 -3.6661 -0.3563 -2.2971
H46 -9.1234 3.7359 -9.1345
C32 4.3093 0.7725 6.5539
F17 -5.6572 1.1220 -2.9390
H47 -9.2087 4.9303 -3.6432
H48 5.3802 0.7139 3.3124
H49 7.1463 -3.1623 3.2480
C33 5.3902 -5.0233 3.5396
H50 5.7036 -4.5214 4.4552
C34 5.0473 -1.2196 5.2423
C35 8.2875 -3.5058 1.4849
H51 8.6229 -2.4661 1.5158
H52 5.2490 -1.6090 4.2369
H53 -8.1058 3.6292 -3.2630
H54 4.5436 -4.4555 3.1472
H55 0.2014 -2.1158 4.8675
H56 6.3085 -6.5276 0.8082
C36 -10.3618 3.3973 -7.3817
C37 9.3690 -4.4044 2.0740

Forces on the atoms, in the same order (eV/Å):
H -0.19 -0.03 0.00
C -0.01 -0.04 -0.01
H 0.07 0.01 0.03
H -0.01 -0.06 -0.08
H 0.01 0.07 -0.02
O -0.30 -0.86 -0.64
H 0.03 0.03 -0.02
H 0.11 0.13 0.02
H -0.35 0.63 -0.08
C 0.84 -0.40 0.62
C -0.09 0.27 -0.45
C 1.00 0.15 1.00
C -1.55 -0.22 1.45
O -0.29 -0.51 -0.41
C 0.56 0.15 0.12
H -0.05 0.06 0.02
H -0.02 0.00 0.06
C -1.84 0.04 -1.29
F 0.04 0.69 0.44
H 0.10 0.00 0.00
H 0.01 -0.06 0.17
F -0.41 0.37 -0.88
H 0.03 0.04 0.20
H 0.00 0.01 0.05
F -0.45 -0.95 -0.30
C 0.30 0.25 -0.68
C -0.54 0.49 -0.03
C -0.45 -1.41 -0.24
C 0.18 1.33 1.81
F 0.83 -0.18 -0.09
H -0.19 0.10 -0.16
N 0.50 3.24 -0.39
O -0.26 -0.42 0.49
C -0.38 0.01 -1.18
H 0.03 0.20 0.12
O -0.54 -1.08 -1.65
C -0.70 0.73 -0.28
H 0.01 -0.04 -0.21
C 0.00 -0.22 -0.30
C 0.77 -0.05 0.90
H -0.05 -0.10 -0.17
N 0.98 2.13 2.31
H -0.13 -0.17 0.23
H -0.05 0.24 -0.02
O 0.54 -1.23 -0.34
N 0.97 0.03 -1.71
H -0.11 -0.16 0.04
C 0.12 0.25 0.33
N 1.03 -2.03 -2.32
F 0.33 -0.44 0.79
C -0.34 -0.03 -0.58
F -0.34 -0.91 0.07
H 0.05 0.20 -0.09
H 0.08 0.01 -0.03
F -0.17 0.92 -0.26
H -0.09 0.02 0.01
C 0.14 -0.24 -0.35
F -0.09 -0.27 -0.84
O -0.36 0.67 0.67
F 0.13 -0.90 -0.15
F -0.41 0.07 0.90
H -0.05 -0.04 0.07
N 0.71 0.56 0.13
H -0.18 0.17 -0.06
C 0.14 -0.36 0.19
H 0.05 -0.18 -0.12
C 1.15 1.21 1.37
C 0.01 -0.02 0.04
H -0.07 0.20 0.03
C -0.22 0.00 0.67
C -0.53 0.46 0.91
H -0.03 -0.05 -0.02
C 0.54 -0.06 -0.16
H -0.02 0.06 -0.04
H 0.03 -0.03 0.03
H 0.21 -0.18 0.10
O -0.31 -1.03 0.23
F -0.60 -0.08 -0.84
H 0.03 -0.05 0.02
C -0.37 1.47 0.62
H -0.06 0.01 0.06
H -0.06 0.18 -0.08
H 0.14 -0.08 -0.07
C -0.16 0.54 0.58
C 0.39 0.33 0.31
C -0.28 0.08 -0.24
C 1.05 -0.85 -1.65
H -0.10 -0.39 0.33
H -0.14 -0.05 0.14
F -0.01 0.14 -1.13
H -0.17 -0.07 0.04
C -0.23 0.39 -0.30
F -0.14 -0.87 0.39
H -0.06 0.03 -0.05
H -0.03 0.05 0.06
H -0.01 0.04 -0.08
F -0.64 0.57 0.37
H 0.08 0.17 -0.01
H -0.15 -0.13 0.17
H -0.13 -0.21 0.09
F 0.89 0.54 -0.12
C 1.15 -1.52 1.05
H -0.01 -0.26 0.01
F -0.15 0.88 0.36
H -0.25 -0.09 0.07
C -0.25 -0.14 0.31
F 0.49 0.16 0.79
H -0.14 -0.07 -0.12
H -0.24 0.05 0.00
H -0.02 -0.18 0.06
C 0.43 -0.24 0.66
H 0.12 -0.14 -0.03
C -0.27 -0.46 -0.10
C -0.01 -0.02 -0.02
H -0.06 -0.03 -0.03
H -0.15 0.13 -0.04
H -0.01 -0.13 -0.24
H 0.18 -0.03 -0.26
H 0.18 0.09 0.22
H 0.12 0.10 0.05
C -0.50 -1.53 -1.50
C -0.30 0.40 0.18

---

Below is a cluster of 10 separate species, C37H56F21N3O17 in total in a non-equilibrium geometry, with properties calculated with ωB97M-V/def2-TZVPD.

Kohn-Sham gap in eV: 9.6
SMILES: CCOC(=O)C(F)(F)F.CCOC(=O)C(F)(F)F.CCOC(=O)C(F)(F)F.CCOC(=O)C(F)(F)F.CCOC(=O)C(F)(F)F.CCOC(=O)C(F)(F)F.CCOC(=O)C(F)(F)F.CNC(C)=O.CNC(C)=O.CNC(C)=O
Strongest force on any atom in eV/A: 3.25
Total energy in Eh: -4984.10535
Charge: 0

Atoms and positions in Å:
F1 -7.0235 -21.6994 -7.4002
H1 -2.6819 -27.2082 -5.8773
C1 -3.6332 -27.7594 -12.0625
H2 -5.1633 -23.8085 -10.9829
H3 3.2197 -19.6349 -9.3294
N1 -0.8841 -26.7251 -6.8214
O1 -4.3727 -23.1005 -5.7218
H4 4.9098 -19.7857 -9.3136
H5 1.5873 -22.3102 -12.0233
C2 -5.5921 -24.2347 -10.0955
H6 -3.2053 -28.2275 -9.4605
F2 -4.0596 -22.4786 -14.8252
O2 0.6972 -28.8530 -11.4089
C3 4.0066 -20.2137 -8.9094
H7 0.6891 -24.8372 -8.2834
H8 -4.8920 -28.2388 -10.0414
O3 4.1673 -19.9436 -7.4654
F3 -2.5165 -28.8506 -13.8416
C4 -4.4604 -26.3632 -18.3283
F4 -4.6379 -28.3045 -14.1936
C5 1.1326 -26.7560 -12.3949
H9 -3.4264 -26.2394 -18.3617
H10 1.3229 -23.8285 -12.8297
O4 -3.2854 -24.9528 -4.9682
F5 -3.0835 -26.8016 -14.0929
F6 1.9416 -26.1128 -11.4572
C6 -1.9504 -27.6706 -6.5520
C7 -1.4228 -21.5510 -7.1660
H11 1.0937 -31.3232 -10.6954
F7 2.9131 -23.4729 -18.5615
H12 -3.4773 -19.1317 -8.6653
H13 -0.1249 -31.3800 -9.4763
H14 -2.1555 -25.7612 -2.5824
H15 -1.0644 -25.7604 -6.5357
F8 -7.2425 -20.5661 -9.2000
H16 -0.6886 -21.6581 -6.3043
H17 -6.0592 -25.0478 -17.7465
C8 -4.2099 -24.2700 -5.6443
H18 -1.3315 -21.7264 -9.6413
C9 1.1295 -25.7509 -7.8761
F9 -1.9534 -22.9685 -14.9336
H19 -4.7060 -24.2222 -18.5198
O5 2.0596 -23.0160 -15.2116
C10 -5.4177 -22.0757 -9.0290
C11 2.2932 -23.8490 -17.3977
H20 -3.6685 -20.8740 -12.8725
H21 -6.4114 -26.0742 -10.8501
C12 -1.5113 -22.8017 -7.9953
C13 -4.9736 -25.0551 -17.8745
F10 4.6901 -20.1343 -4.8614
H22 -4.8423 -26.5696 -19.3644
N2 -3.4175 -19.0255 -10.7729
H23 -2.4027 -17.8612 -9.3687
O6 -1.0495 -27.4388 -11.7104
C14 0.5417 -30.7357 -9.9848
C15 3.7596 -21.6163 -9.2445
C16 3.4727 -20.3156 -5.2379
F11 3.1498 -21.5830 -4.8320
C17 -1.7655 -23.6803 -10.2111
H24 -4.8651 -30.6842 -10.0399
F12 -6.1277 -24.8388 -7.0619
N3 -1.4875 -22.6445 -9.2795
H25 -2.0362 -23.3315 -4.4533
H26 -1.8513 -20.9005 -12.9862
C18 -3.1877 -23.4430 -14.9554
C19 -6.3555 -21.0696 -8.3567
O7 -4.2825 -21.8334 -9.3904
H27 2.9927 -21.4665 -14.1622
O8 1.9983 -20.3235 -7.0778
H28 -7.3464 -24.6716 -11.1230
H29 3.7967 -21.7197 -10.2984
H30 1.1366 -21.6052 -14.1361
H31 -1.0847 -24.4641 -2.5555
C20 2.0045 -22.9761 -12.7762
C21 -3.4578 -27.9378 -13.5644
O9 -4.5472 -24.6788 -16.5533
C22 -2.5449 -19.9008 -11.2177
O10 3.6967 -22.0852 -16.4897
H32 -1.4212 -23.4175 -11.2382
H33 -1.5953 -28.5298 -6.0120
H34 -0.9735 -20.7035 -7.6811
C23 0.1203 -27.6755 -11.7593
C24 -6.7419 -25.1456 -10.4099
F13 1.9322 -27.4335 -13.2134
O11 -3.5515 -28.9177 -11.4293
H35 -4.1501 -18.6369 -11.3689
C25 -1.7016 -24.9982 -3.1860
C26 -4.1722 -30.1244 -9.4534
H36 -1.0348 -25.5071 -3.8310
H37 -4.8269 -24.8505 -9.5154
H38 1.6691 -25.5199 -6.9365
H39 -3.2680 -30.7216 -9.2838
O12 -3.9730 -26.7057 -11.6877
O13 -1.5935 -20.3267 -10.5512
C27 -0.2475 -29.7694 -10.7578
F14 -5.7191 -20.0486 -7.8424
H40 -2.7967 -23.8132 -10.4225
O14 -1.7614 -23.8486 -7.3896
H41 -4.1305 -17.6712 -9.3581
F15 2.6453 -19.5713 -4.5288
H42 -1.3315 -24.6764 -9.9405
H43 4.4509 -22.2921 -8.7831
F16 -5.7020 -26.0045 -5.2066
O15 -0.0222 -27.6449 -8.6684
C28 -3.9513 -28.7816 -10.0818
H44 -0.7933 -30.2130 -11.5914
H45 1.8859 -26.1635 -8.4375
C29 2.0731 -22.1680 -14.0619
C30 -3.3206 -18.3761 -9.4476
C31 3.1288 -20.2670 -6.7237
H46 -2.4758 -27.9995 -7.4855
H47 0.9965 -30.1837 -9.1478
F17 2.6161 -25.0789 -17.0865
F18 0.9985 -23.8054 -17.6148
F19 0.4683 -25.8042 -13.0931
C32 0.0577 -26.8159 -7.8197
H48 -2.7674 -19.3321 -13.3058
C33 -2.6347 -24.1283 -4.0092
H49 2.6749 -21.7835 -8.9656
H50 -7.3127 -25.3430 -9.5686
C34 -3.3852 -24.0637 -16.4124
H51 -4.6259 -29.9573 -8.4577
O16 -2.5834 -23.8913 -17.2680
O17 -6.1302 -23.1654 -9.3066
H52 -0.8516 -29.1666 -10.1592
H53 2.9552 -23.3341 -12.4363
C35 -5.1524 -25.2861 -6.2628
F20 -3.3571 -24.3204 -13.8897
C36 -2.7513 -20.2804 -12.6709
C37 2.7581 -22.8251 -16.3202
H54 -4.6134 -27.2011 -17.7079
H55 -3.3609 -23.5904 -3.4200
H56 -2.3616 -21.1908 -6.7325
F21 -4.5064 -26.1506 -7.0428

Forces on the atoms, in the same order (eV/Å):
F -0.34 -0.08 0.63
H 0.28 0.05 -0.42
C -0.31 -1.94 -1.87
H 0.48 0.06 -0.38
H -0.88 0.78 0.13
N 0.48 1.10 0.54
O -0.06 0.85 0.12
H 0.50 -0.16 -0.07
H 0.10 0.07 0.23
C 1.06 -1.42 1.04
H -0.35 -0.10 -0.91
F -0.69 1.05 0.45
O -0.54 1.66 -0.11
C 1.04 1.56 0.46
H 0.27 -0.06 -0.09
H -0.02 0.26 -0.08
O 0.27 -1.04 -0.79
F -0.36 -0.24 -0.22
C -0.44 0.26 -1.83
F 1.14 0.11 0.89
C 1.00 1.60 0.27
H 2.00 -0.08 -0.52
H 0.11 0.31 -0.32
O -0.55 0.76 -0.17
F 0.16 0.49 -0.49
F -1.20 -0.84 -1.18
C -0.63 0.24 -0.83
C 1.97 1.25 1.29
H 1.08 -0.20 0.34
F -0.40 -0.75 0.78
H 0.44 0.27 -0.16
H -0.96 -0.98 0.37
H -0.73 -0.28 0.20
H 0.12 -0.39 0.02
F -0.51 0.03 -0.95
H -1.00 -0.40 -0.87
H 0.07 -0.05 -0.22
C 0.10 -0.72 -0.28
H -0.09 0.51 -0.25
C -0.90 0.73 1.94
F 0.08 0.21 0.60
H 0.12 -0.20 -0.35
O -0.51 -0.93 -0.65
C 1.13 -0.52 -1.92
C 0.86 1.79 -1.06
H 0.52 0.48 0.32
H 0.33 -0.23 -0.04
C -1.29 0.41 2.83
C -1.52 0.92 0.53
F 1.69 0.90 -0.08
H 0.37 0.12 0.96
N -1.51 2.00 1.23
H 1.12 0.39 0.33
O 0.08 0.54 0.09
C -0.05 0.57 0.60
C -2.08 -0.52 0.91
C -1.92 -2.44 0.96
F 0.18 -0.47 -0.38
C 1.09 -1.27 -1.62
H -0.52 -0.60 -0.40
F 0.08 0.64 1.16
N 0.71 -0.46 -1.23
H -0.08 -0.24 -0.63
H -1.22 0.78 0.31
C 0.24 -2.45 -0.43
C -0.12 -0.62 0.48
O -1.44 -0.20 0.76
H -1.60 -1.10 0.43
O -0.91 -0.72 -0.24
H -1.16 0.64 -1.05
H 0.20 -0.17 -1.13
H 0.33 0.25 -0.08
H 1.11 1.63 1.38
C -0.39 0.28 -0.20
C 0.04 -0.83 -0.89
O 0.18 0.04 1.26
C 0.96 -0.89 -0.81
O -1.09 -0.41 0.16
H 0.44 0.02 0.83
H 0.40 -0.58 -0.03
H -0.20 0.07 -0.48
C 0.08 -2.59 0.57
C 1.25 0.13 -1.04
F -0.08 0.35 0.01
O 0.19 0.43 -0.05
H 0.67 -0.62 0.08
C -1.33 -0.73 -0.99
C 0.24 -0.09 0.98
H 0.70 -0.60 -0.96
H -0.65 1.29 -0.60
H -0.95 -0.02 -0.03
H -0.07 0.25 -0.26
O -0.61 2.11 1.69
O -0.58 0.78 -0.50
C 0.52 0.21 -1.83
F 0.90 0.69 0.56
H -1.29 -0.21 0.50
O 0.18 -0.98 -0.27
H -0.27 0.28 -0.10
F -0.15 1.33 0.06
H -0.29 0.92 -0.06
H 0.20 -0.51 0.31
F 0.19 0.82 -1.27
O 0.27 -2.41 -1.92
C 0.25 0.07 2.03
H -0.29 -0.10 0.22
H 1.52 -0.59 -2.00
C 1.16 1.31 -0.18
C -1.09 -1.53 -0.44
C 0.47 1.96 -0.03
H 0.44 0.21 0.76
H 0.82 -0.38 -0.69
F 0.50 -0.79 0.16
F -0.85 0.12 0.01
F 0.69 -0.67 0.42
C -1.26 1.73 2.04
H -0.06 -1.27 0.74
C 1.53 0.35 1.08
H 1.33 -0.54 -0.12
H -1.03 -0.43 1.78
C -0.57 -0.45 0.81
H 0.17 -0.08 -0.44
O 0.69 0.26 -0.47
O 0.04 0.70 0.69
H -1.21 0.73 0.93
H 0.61 -0.21 0.10
C -1.07 -1.75 -0.26
F 0.27 1.39 -1.65
C 1.09 -0.20 -1.28
C 1.17 0.24 0.68
H -0.79 -0.80 0.93
H -0.53 -0.15 0.32
H -0.10 -0.58 -0.27
F 0.60 -0.45 0.15